A structure of composition C16H17CoN3O6Se. Source: OMol25; level of theory: the ωB97M-V functional and the def2-TZVPD basis.

Results
Multiplicity: 4
Frontier orbital gap (spin up / spin down): 8.1 / 8.0 eV
Energy relative to the best compared isomer or geometry (same formula, charge and spin): 1.7 kcal/mol
HOMO (spin up / spin down): -9.34 / -9.33 eV

The geometry in XYZ format:
```
44
Properties=species:S:1:pos:R:3:nbo_charge:R:1
Co -0.44528 0.22715 0.00385 1.18
O -1.00923 -0.42851 2.65160 -0.09
N -0.34169 -0.27337 1.74745 0.24
N -0.82149 -1.50373 -0.65039 -0.36
C -1.45036 -2.52730 -0.99616 0.19
C -0.70523 -3.79900 -1.23638 -0.11
C 0.38916 -4.12030 -0.44053 -0.12
C 1.10431 -5.28226 -0.68160 -0.23
C 0.73533 -6.12049 -1.72523 -0.19
C -0.35150 -5.79680 -2.52554 -0.21
C -1.07602 -4.64064 -2.28038 -0.18
C -2.92889 -2.43864 -1.18480 -0.04
C -3.74499 -3.53392 -0.91166 -0.22
C -5.12052 -3.40678 -1.02305 -0.22
C -5.67721 -2.19223 -1.40479 -0.19
C -4.86253 -1.10175 -1.67532 -0.19
C -3.48694 -1.22162 -1.56835 -0.20
H 0.67353 -3.45997 0.36876 0.21
H 1.94864 -5.53590 -0.05436 0.22
H 1.29353 -7.02820 -1.91301 0.22
H -0.63701 -6.44646 -3.34221 0.22
H -1.92379 -4.38402 -2.90208 0.23
H -3.30769 -4.47402 -0.60023 0.22
H -5.75838 -4.25307 -0.80489 0.22
H -6.75202 -2.09601 -1.48853 0.22
H -5.28507 -0.14757 -1.95992 0.24
H -2.85170 -0.37152 -1.78140 0.26
O -3.18066 2.16756 -1.62692 -1.01
Se -1.67100 2.32769 -1.09634 2.71
O -1.50985 1.71159 0.50604 -1.06
O -0.69854 1.05782 -1.70733 -1.06
O -0.95197 3.75369 -1.24266 -0.99
C 3.89818 0.98266 -2.88062 -0.41
N 3.39748 0.49332 -1.60026 -0.40
C 4.27361 -0.17347 -0.64812 -0.41
C 2.10571 0.59559 -1.31873 0.54
O 1.62307 0.16279 -0.25997 -0.71
H 4.97961 1.07113 -2.82225 0.21
H 3.48697 1.96705 -3.09594 0.22
H 3.64874 0.30297 -3.69612 0.21
H 5.29778 -0.09922 -1.00247 0.21
H 4.00383 -1.22484 -0.54224 0.21
H 4.19298 0.29791 0.33020 0.22
H 1.47901 1.10008 -2.05860 0.19
```